Molecular formula: C23H70AgF2N9O16S2
Method: DFT, ωB97M-V/def2-TZVPD

## Properties
**<S²>**: 0.75
**Charge**: +1
**LUMO energy (alpha / beta)**: -3.51 / -7.97 eV
**Spin multiplicity**: 2

```
123
C23H70AgF2N9O16S2 (ωB97M-V/def2-TZVPD)
Ag 0.889 -2.275 3.449
S 1.492 -0.915 0.316
S -0.442 0.085 1.344
F -1.625 -0.206 2.392
F 2.334 -2.223 0.624
O -6.624 1.081 1.478
O -0.018 4.852 4.132
O 2.363 1.840 -2.103
O 0.284 3.268 -2.875
O 3.173 -1.714 3.690
O 0.242 0.720 -4.301
O -3.555 -1.998 -1.881
O -1.120 -5.398 1.244
O 2.489 0.115 0.502
O 6.604 -0.669 -1.862
O -1.299 0.106 0.170
O 0.110 1.351 1.721
O 1.878 -7.256 -3.381
O 0.996 -1.188 -1.016
O 2.774 3.631 3.820
O -4.603 0.972 6.277
N 0.387 -1.222 1.632
N 5.150 -2.859 3.606
N -1.636 -3.436 0.262
N -2.257 -5.349 -0.770
N -4.145 -0.836 -3.730
N 3.932 1.783 -3.735
N -3.052 0.211 -2.022
N 4.519 1.352 -1.595
N 4.850 -1.006 2.341
C -3.650 -0.298 4.572
C 4.738 -2.098 -1.619
C -5.937 1.710 -0.637
C -4.987 0.091 5.211
C 0.540 -0.596 -4.766
C -0.820 3.381 -0.778
C -1.980 4.909 2.808
C 0.619 -5.641 -2.180
C 6.000 -1.830 -2.435
C -5.717 1.967 0.834
C -0.909 2.991 -2.275
C 1.972 -5.944 -2.805
C 3.050 2.793 2.713
C -4.306 1.654 1.343
C -3.584 -0.923 -2.501
C -1.556 3.122 4.589
C -0.431 -1.566 -4.121
C 4.319 -1.867 3.241
C 2.617 3.470 1.442
C -1.611 -4.783 0.297
C 2.002 -0.971 -4.522
C 3.534 1.633 -2.462
C -1.412 4.572 4.195
H 4.207 1.222 -0.645
H -2.445 0.153 -1.208
H 2.672 -0.457 -5.214
H -0.357 -1.579 -3.030
H 4.720 -3.652 4.054
H -3.979 0.065 -4.143
H -0.722 4.463 -0.688
H -1.373 2.926 5.646
H -2.871 -4.787 -1.337
H 1.851 3.910 3.808
H -5.675 0.592 4.531
H 5.422 0.962 -1.825
H 0.637 0.751 -3.417
H 0.379 -0.599 -5.845
H -4.147 0.608 1.605
H -1.446 -1.212 -4.320
H -3.824 -0.855 3.648
H 4.120 2.624 2.586
H 2.359 -0.906 -3.493
H 2.235 -5.211 -3.571
H 2.720 2.810 0.577
H 0.153 5.568 3.514
H -1.570 4.311 1.991
H -3.560 1.925 0.593
H -1.792 5.210 5.000
H 4.921 1.720 -3.896
H -5.958 3.023 0.967
H 0.300 -6.406 -1.479
H 4.142 -2.924 -2.011
H 3.182 4.381 1.220
H 1.045 2.828 -2.392
H 5.824 -1.033 2.103
H 4.094 -1.219 -1.586
H -1.623 3.540 -2.891
H -3.281 1.057 -2.509
H -1.165 1.913 -2.363
H -3.059 4.740 2.792
H -6.360 0.185 1.250
H 1.744 -7.130 -4.323
H -1.802 5.952 2.533
H -3.191 0.658 4.313
H -4.489 -1.596 -4.283
H -5.822 0.656 -0.903
H -0.826 2.478 4.092
H 6.642 -2.696 -2.245
H -2.553 2.781 4.306
H -2.239 -2.930 -0.368
H -0.160 -5.502 -2.932
H 4.257 -0.257 2.024
H 5.036 -2.404 -0.617
H -3.006 -0.810 5.283
H 2.753 -5.949 -2.042
H 6.001 -3.000 3.092
H -1.723 3.156 -0.209
H -4.223 2.206 2.281
H 3.323 2.049 -4.486
H 5.857 -1.796 -3.516
H -5.335 -0.885 5.556
H 2.162 -2.020 -4.787
H 0.012 2.907 -0.257
H -0.997 -2.956 0.864
H -4.885 1.863 6.058
H -0.361 -2.600 -4.455
H 1.590 3.849 1.457
H -5.337 2.326 -1.316
H -6.967 1.968 -0.890
H 7.393 -0.430 -2.360
H 2.504 1.846 2.741
H -2.312 -6.352 -0.731
H 0.595 -4.621 -1.778
```

These are the Löwdin partial charges, in e, on atoms 1 to 99:
1. Ag 0.839
2. S 0.562
3. S 0.453
4. F -0.187
5. F -0.183
6. O -0.049
7. O -0.070
8. O -0.017
9. O 0.202
10. O -0.066
11. O -0.047
12. O 0.004
13. O 0.001
14. O -0.277
15. O -0.102
16. O -0.303
17. O -0.250
18. O -0.082
19. O -0.251
20. O -0.060
21. O -0.086
22. N -0.350
23. N 0.181
24. N 0.172
25. N 0.158
26. N 0.171
27. N 0.198
28. N 0.179
29. N 0.202
30. N 0.188
31. C -0.110
32. C -0.078
33. C -0.077
34. C -0.283
35. C -0.451
36. C 0.002
37. C -0.043
38. C -0.103
39. C -0.285
40. C -0.473
41. C -0.196
42. C -0.308
43. C -0.320
44. C -0.038
45. C -0.686
46. C -0.039
47. C -0.041
48. C -0.654
49. C -0.103
50. C -0.695
51. C -0.048
52. C -0.632
53. C -0.452
54. H 0.089
55. H 0.053
56. H 0.073
57. H 0.065
58. H 0.120
59. H 0.095
60. H 0.100
61. H 0.092
62. H 0.096
63. H 0.044
64. H 0.107
65. H 0.081
66. H 0.051
67. H 0.141
68. H 0.072
69. H 0.064
70. H 0.065
71. H 0.114
72. H 0.061
73. H 0.100
74. H 0.046
75. H 0.087
76. H 0.062
77. H 0.053
78. H 0.141
79. H 0.114
80. H 0.141
81. H 0.074
82. H 0.080
83. H 0.083
84. H 0.093
85. H 0.111
86. H 0.040
87. H 0.146
88. H 0.091
89. H 0.147
90. H 0.077
91. H 0.090
92. H 0.077
93. H 0.081
94. H 0.034
95. H 0.117
96. H 0.077
97. H 0.073
98. H 0.112
99. H 0.059